The following is a quantum chemistry calculation of 12 unconnected molecules or ions with the total composition C48H60F24N4O16 in a non-equilibrium geometry, from the Open Molecules 2025 dataset.

The calculation puts the total energy at -5684.557123 Ha. The HOMO-LUMO gap is 0.2927 hartree. The value obtained for the strongest force on any atom is 6.7 eV Å⁻¹. The calculation puts the HOMO energy at -7.9 eV. Its SMILES is CCOC(=O)C(F)(F)F.CCOC(=O)C(F)(F)F.CCOC(=O)C(F)(F)F.CCOC(=O)C(F)(F)F.CCOC(=O)C(F)(F)F.CCOC(=O)C(F)(F)F.CCOC(=O)C(F)(F)F.CCOC(=O)C(F)(F)F.c1cc[nH]c1.c1cc[nH]c1.c1cc[nH]c1.c1cc[nH]c1.

Structure (XYZ):
```
152
Properties=species:S:1:pos:R:3:forces:R:3:lowdin_charge:R:1
C 27.92753 13.52769 26.55894 1.09 -0.76 -1.28 -0.010
C 28.41478 12.32972 25.67504 1.71 1.55 1.97 -0.212
O 27.36707 11.80489 24.93441 -1.52 -1.56 -1.02 0.037
C 26.89519 10.57616 25.22920 0.21 0.25 -0.98 -0.341
O 27.26137 9.86364 26.10626 0.26 -0.23 0.65 0.146
C 25.70550 10.09594 24.29586 1.70 1.45 -0.13 -0.481
F 25.98921 8.92965 23.64176 -0.38 1.54 0.46 0.139
F 24.70478 9.88116 25.11306 -0.92 -0.18 -0.12 0.182
F 25.42309 11.13055 23.44589 -0.24 -1.86 0.42 0.130
H 28.79918 14.02703 26.98203 0.15 -0.40 0.45 0.074
H 27.27636 13.12331 27.33389 -0.19 0.61 -0.12 0.059
H 27.55504 14.31061 25.89834 -0.82 -0.23 0.15 0.070
H 28.92957 11.60900 26.31037 -0.66 -0.22 -0.18 0.081
H 29.24177 12.62273 25.02826 -0.44 0.33 -0.55 0.117
C 18.36443 11.96388 24.68187 -1.03 -0.47 1.45 -0.083
C 19.86957 12.08238 24.84485 -0.83 0.25 -1.86 -0.181
O 20.46400 10.95777 24.10956 2.00 0.71 -0.59 -0.002
C 21.65712 11.15194 23.41215 -0.81 2.60 1.21 -0.305
O 22.31891 12.17635 23.36806 -1.39 -2.15 0.25 0.149
C 22.00408 9.90344 22.59707 -1.44 0.21 -0.78 -0.586
F 22.65692 9.02417 23.31018 0.86 -0.56 0.44 0.199
F 20.86320 9.31998 22.18222 -0.12 -0.16 -0.01 0.150
F 22.66838 10.22633 21.49450 0.48 0.06 0.25 0.176
H 17.94936 11.12976 25.24762 0.10 -0.20 0.02 0.073
H 17.88327 11.90991 23.70531 0.94 -0.02 -0.39 0.083
H 17.91179 12.84427 25.13807 0.09 0.19 0.16 0.076
H 20.20821 12.13828 25.87939 0.01 -0.35 -0.17 0.128
H 20.02844 13.03967 24.34840 1.17 -0.15 -0.04 0.117
C 24.58520 12.15044 28.91826 -0.29 -0.47 1.07 -0.052
C 23.58952 11.14430 29.60040 0.28 1.36 -2.79 -0.176
O 24.27353 9.87943 29.71116 0.19 -2.21 -0.97 -0.007
C 24.22175 8.98310 28.62060 -2.19 3.93 -1.90 -0.273
O 23.63045 9.19016 27.54980 1.70 -0.26 3.47 0.127
C 24.93108 7.65485 28.75638 -0.17 -0.84 -1.29 -0.507
F 25.91798 7.49964 27.81786 -0.60 0.50 1.37 0.137
F 25.40715 7.43211 29.97326 -0.02 -0.39 -0.41 0.184
F 23.97414 6.75609 28.38563 0.87 0.03 1.08 0.145
H 24.23985 13.15348 28.66778 -0.78 -0.23 0.00 0.080
H 24.98132 11.70481 28.00579 0.20 0.02 0.19 0.061
H 25.32132 12.34769 29.69758 0.63 -0.22 -0.45 0.058
H 22.75181 11.00855 28.91635 -0.21 -0.11 0.25 0.109
H 23.24344 11.60356 30.52636 0.26 -1.01 0.37 0.123
C 26.42065 13.00556 21.36304 2.41 0.33 0.28 -0.045
C 27.34986 14.11922 20.78253 -3.18 -0.13 0.21 -0.230
O 28.72332 14.01255 21.09515 3.05 0.92 2.22 -0.007
C 29.32983 14.60626 22.25307 -6.15 0.94 1.74 -0.161
O 28.61876 15.19779 23.15472 4.15 -2.77 -4.47 0.085
C 30.88649 14.39225 22.38714 0.39 0.73 -0.07 -0.527
F 31.43654 13.81361 21.29867 -0.60 0.33 0.90 0.163
F 31.46853 15.57760 22.60334 -0.31 0.62 -1.09 0.153
F 31.23496 13.74646 23.49136 -0.76 -1.40 -0.11 0.172
H 26.65366 12.97970 22.42754 -0.75 -0.25 0.13 0.063
H 26.78807 12.08559 20.90835 -0.42 -0.17 0.24 0.046
H 25.37576 13.16383 21.09610 0.16 0.13 0.26 0.095
H 26.88816 15.07053 21.04703 0.67 0.30 0.22 0.119
H 27.12614 13.95782 19.72802 1.37 0.54 -0.40 0.118
C 35.94685 10.49311 25.12139 0.45 0.66 0.27 -0.059
C 35.33544 11.90903 25.03006 -0.39 -1.07 0.51 -0.152
O 34.03790 11.88558 25.77034 -0.82 1.20 1.03 -0.021
C 33.87493 12.67809 26.91444 4.74 -0.32 -1.24 -0.296
O 34.79341 13.34892 27.36014 -2.05 -0.82 -0.57 0.139
C 32.54106 12.57086 27.63620 0.38 2.84 -0.63 -0.619
F 31.74688 13.50236 27.06185 -0.17 0.66 0.09 0.151
F 31.95465 11.46695 27.44540 -1.05 -3.24 -0.14 0.218
F 32.64772 12.86188 28.93184 0.15 -0.31 -0.31 0.188
H 36.65445 10.35989 24.30307 0.25 0.25 0.04 0.074
H 35.23625 9.68224 24.96123 -0.35 0.33 0.29 0.066
H 36.48616 10.36270 26.05960 -0.14 -0.23 0.01 0.077
H 35.20783 12.04345 23.95593 -1.02 0.55 0.21 0.113
H 35.93077 12.73694 25.41508 0.12 -0.38 0.13 0.114
C 29.19061 4.88343 23.22921 0.72 -0.12 -0.96 -0.046
C 29.22995 6.27716 23.80160 -1.60 0.75 0.75 -0.256
O 30.45272 6.96327 23.61288 2.46 1.41 1.39 0.006
C 30.60116 8.18642 24.29265 -2.27 -2.13 -2.38 -0.315
O 29.67906 8.75569 24.77594 -0.05 0.38 0.91 0.168
C 31.94215 8.84993 24.06411 0.08 -1.05 0.37 -0.678
F 31.85659 9.91883 23.33070 -0.73 1.54 -1.06 0.218
F 32.50653 9.16631 25.18736 0.27 1.00 2.53 0.203
F 32.77329 8.03620 23.50536 1.47 -1.88 -1.81 0.208
H 28.32732 4.29043 23.53119 -0.17 0.55 -0.01 0.053
H 30.02870 4.22771 23.46529 0.35 0.43 0.26 0.082
H 29.18827 5.00644 22.14618 -0.14 -0.43 -0.13 0.085
H 28.93185 6.26762 24.85000 0.33 0.09 0.12 0.092
H 28.52348 6.95142 23.31748 -0.62 -0.44 -0.15 0.113
C 31.97623 18.68576 21.63061 0.96 -0.47 -0.56 -0.067
C 30.53814 18.54216 21.94592 -0.82 1.95 -2.67 -0.308
O 30.37591 18.20384 23.24548 -1.99 -1.29 4.51 0.012
C 29.23696 18.38286 24.02637 -0.82 3.29 -2.91 -0.270
O 28.26991 19.11266 23.76549 2.89 -2.21 0.29 0.140
C 29.25112 17.69018 25.38115 2.62 -0.56 -1.33 -0.557
F 29.41647 18.55557 26.38252 0.05 -0.45 -0.18 0.180
F 28.09714 17.10529 25.45098 -0.77 -1.07 0.93 0.190
F 30.29834 16.76825 25.39001 -1.61 0.97 0.69 0.114
H 32.46279 17.74564 21.89048 0.43 0.26 0.18 0.073
H 32.45978 19.56340 22.05961 -0.04 -0.23 0.28 0.087
H 32.05456 18.77269 20.54692 0.09 0.10 -0.09 0.086
H 30.12540 17.83675 21.22472 -0.37 -0.53 0.42 0.129
H 30.07080 19.49326 21.69075 -0.46 0.14 0.28 0.130
C 24.93178 6.05727 18.73905 -1.42 0.87 0.73 -0.051
C 24.87395 7.49742 19.30979 0.90 -0.33 -1.71 -0.179
O 26.19769 7.77111 19.85642 0.86 1.07 1.27 0.005
C 26.46354 8.94584 20.47899 -2.98 1.04 0.00 -0.309
O 25.60815 9.80266 20.72713 2.26 -2.03 -0.55 0.107
C 27.98892 9.24556 20.79402 -2.01 -2.46 1.17 -0.564
F 28.28470 10.31934 20.15121 1.06 1.43 -0.74 0.220
F 28.19810 9.41484 22.12559 -0.16 0.23 -0.82 0.144
F 28.73851 8.20901 20.42312 0.44 0.21 -0.24 0.170
H 25.55477 5.85638 17.86747 0.49 0.36 0.48 0.078
H 23.91657 5.92738 18.36413 -0.22 -0.30 -0.03 0.074
H 25.04134 5.35888 19.56872 0.35 -0.16 -0.24 0.068
H 24.00071 7.67584 19.93727 0.58 -0.19 0.73 0.118
H 24.75502 8.19457 18.48038 0.00 0.14 -0.06 0.122
C 26.60169 18.42218 27.77276 0.70 -0.39 -1.12 -0.124
C 27.07014 17.18335 28.33445 -0.87 0.70 -0.28 -0.094
C 26.22356 16.92749 29.37138 -0.85 0.83 1.55 -0.125
N 25.36971 18.03711 29.54673 -0.13 -0.57 -1.07 0.000
C 25.53751 18.87575 28.47382 0.55 0.37 0.62 -0.150
H 26.98275 18.85581 26.85998 -0.05 0.14 0.20 0.081
H 27.89300 16.60377 27.94279 -0.24 -0.15 0.25 0.082
H 26.08519 16.12501 30.08080 0.47 -0.09 -0.14 0.098
H 24.61145 18.19723 30.19442 0.33 -0.66 0.03 0.139
H 24.98496 19.79429 28.34203 -0.07 -0.17 0.13 0.108
C 29.36550 11.33067 30.74881 0.55 -1.83 -2.69 -0.060
C 27.99042 11.40072 30.39854 -0.10 0.48 0.52 -0.125
C 27.84774 11.13054 29.06707 -0.59 -0.53 -0.44 -0.175
N 29.04625 10.72990 28.57099 0.58 0.39 0.43 0.025
C 29.99492 10.82219 29.54687 -0.38 1.53 1.99 -0.110
H 29.81287 11.48175 31.72012 0.04 -0.02 -0.21 0.082
H 27.15767 11.58933 31.05989 0.11 0.27 0.02 0.086
H 26.98525 11.17620 28.41866 0.12 -0.27 0.26 0.072
H 29.23792 10.56550 27.59307 -0.09 -0.32 0.39 0.108
H 31.03884 10.75678 29.27791 -0.26 -0.38 0.38 0.085
C 24.65678 5.89397 22.80070 2.72 0.18 1.41 -0.099
C 23.74264 4.93308 22.45485 -0.22 -1.87 -1.03 -0.126
C 24.32025 3.69629 22.72614 -0.61 -0.90 0.31 -0.131
N 25.55812 3.86904 23.32421 -2.16 0.09 -0.80 0.022
C 25.73526 5.19454 23.38934 0.65 2.00 0.41 -0.145
H 24.63601 6.95920 22.62384 -0.14 -0.07 0.28 0.079
H 22.82406 5.11716 21.91750 -0.07 -0.27 0.15 0.098
H 23.92145 2.69665 22.63631 -0.06 0.13 -0.17 0.099
H 26.10305 3.16601 23.80265 -0.21 0.20 -0.23 0.151
H 26.59202 5.50277 23.97017 -0.09 0.64 -0.34 0.092
C 30.71325 5.09007 28.13108 -2.58 1.77 0.82 -0.089
C 30.33707 5.88959 27.00907 -0.68 -0.04 0.75 -0.113
C 29.28919 6.74616 27.40705 0.38 0.07 -1.44 -0.150
N 28.94148 6.54223 28.71304 3.05 -1.70 -1.47 0.046
C 29.85797 5.56134 29.13260 -0.83 -0.69 1.54 -0.140
H 31.32048 4.19694 28.12919 0.18 0.36 0.28 0.091
H 30.78993 5.63421 26.06244 -0.31 0.84 -0.35 0.085
H 28.78023 7.52578 26.85974 0.03 -0.13 -0.22 0.086
H 28.14520 6.96576 29.16762 0.49 -0.16 0.19 0.133
H 29.71678 5.23073 30.15102 0.30 -0.24 -0.01 0.094
```
Positions in Å, forces in eV/Å.